Below is a 2-piece molecular cluster, C4H9NO overall, with properties calculated with wB97M-V/def2-TZVPD.

The geometry in XYZ format:
```
15
Properties=species:S:1:pos:R:3:nbo_charge:R:1
O 0.809 0.642 0.175 -0.37
N -1.870 -0.538 -0.850 -0.57
C -1.228 -0.563 0.473 -0.16
C -2.061 0.585 0.050 -0.25
C 0.230 -0.431 0.626 0.08
C 2.100 0.878 0.107 -0.17
H 2.347 1.861 -0.259 0.18
H -1.162 -0.307 -1.539 0.35
H -1.537 1.511 -0.152 0.20
H 2.049 -0.873 -1.161 -0.01
H -3.069 0.698 0.433 0.20
H 0.812 -1.105 1.239 0.18
H 2.765 0.312 0.740 0.16
H 1.481 -1.375 -1.018 -0.03
H -1.666 -1.297 1.137 0.21
```

largest force on an atom: 0.4 eV Å⁻¹
relative energy (zero: lowest compared OMol25 entry of this formula, charge and spin): 144.6 kcal/mol
frontier orbital gap (alpha / beta): 8.18 / 7.91 eV
LUMO energy (alpha / beta): 0.603 / 0.585 eV
total energy: -7826.0516 eV

=====

Below is a 14-piece molecular cluster, F6H26O13P overall, with properties calculated with wB97M-V/def2-TZVPD.

The geometry in XYZ format:
```
46
Properties=species:S:1:pos:R:3:nbo_charge:R:1
P -0.042 0.088 -0.442 2.61
F 1.261 -0.617 -0.970 -0.60
F -1.526 0.781 -0.213 -0.59
F -0.604 -1.359 -0.059 -0.59
F 0.555 1.600 -0.906 -0.60
F 0.574 0.136 1.027 -0.58
F -0.520 -0.206 -1.984 -0.61
O -2.983 1.909 1.923 -0.95
O 0.402 2.078 3.334 -0.96
O 2.181 -0.138 -3.599 -0.95
O 1.844 -2.246 2.444 -0.95
O 2.480 2.301 1.289 -0.95
O -1.579 2.945 -1.967 -0.95
O -3.511 -1.328 1.527 -0.95
O -1.131 -3.005 2.253 -0.95
O -1.056 -0.652 3.316 -0.98
O -4.249 -0.519 -2.229 -0.94
O 0.852 -2.856 -2.197 -0.96
O 1.431 4.197 -1.872 -0.95
O 4.460 -2.439 -1.789 -0.94
H 3.375 1.998 1.134 0.47
H -3.290 -1.860 2.292 0.47
H 4.956 -2.186 -2.568 0.47
H -0.335 -3.482 2.490 0.49
H 1.976 1.944 0.558 0.49
H 4.022 -1.635 -1.512 0.47
H 2.223 -2.928 1.891 0.47
H -1.390 2.213 -1.381 0.48
H -2.205 2.592 -2.600 0.46
H 2.137 3.726 -2.315 0.46
H 1.748 -1.491 1.863 0.48
H -0.242 -0.319 2.939 0.47
H -0.027 2.923 3.200 0.46
H -2.473 1.459 1.249 0.47
H -3.883 0.269 -2.630 0.46
H 0.777 3.524 -1.680 0.49
H -0.089 -2.979 -2.320 0.46
H 1.412 -0.190 -4.167 0.47
H 1.828 0.090 -2.739 0.48
H -2.353 2.088 2.621 0.47
H -1.192 -1.497 2.888 0.48
H 1.005 1.995 2.595 0.49
H -3.576 -0.811 -1.614 0.48
H -1.433 -3.426 1.449 0.49
H 0.942 -1.938 -1.942 0.48
H -2.757 -0.749 1.412 0.48
```

total charge: -1
largest force on an atom: 3.4 eV Å⁻¹
relative energy (zero: lowest compared OMol25 entry of this formula, charge and spin): 39.9 kcal/mol
frontier orbital gap: 10.19 eV
LUMO energy: 2.390 eV
total energy: -52642.6301 eV

=====

Below is C49H44N5O9PrS2 as an isolated structure, with properties calculated with wB97M-V/def2-TZVPD.

The geometry in XYZ format:
```
110
Properties=species:S:1:pos:R:3:mulliken_spin:R:1
Pr 0.493 -0.472 -0.741 1.98
S 2.711 -1.299 -3.560 0.00
S 3.641 -0.028 -0.394 0.00
O 2.683 -0.948 0.394 0.00
O 4.782 -0.882 -0.867 0.00
O -1.086 -0.839 0.983 0.00
O 1.357 -1.395 -2.915 0.00
O 0.507 1.521 0.350 0.01
O -1.301 3.035 3.213 0.00
O 3.934 1.148 0.460 0.00
O -2.397 1.127 3.788 0.00
O 2.808 0.395 -1.550 0.00
N -2.801 0.324 -4.677 0.00
N -1.344 0.153 -2.662 0.00
N 0.357 -3.138 -0.408 0.00
N -0.486 -5.218 -0.477 0.00
N -4.545 -1.402 -5.164 0.00
C -2.086 2.427 4.249 0.00
C 1.361 -4.052 -0.043 0.00
C 4.415 -4.545 -6.141 0.00
C -1.464 -6.326 -0.623 0.00
C -1.347 2.367 5.571 0.00
C -1.153 2.082 2.072 0.00
C 1.488 4.312 0.391 0.00
C -4.231 0.927 1.440 0.00
C -1.470 0.798 2.731 0.00
C -3.680 -0.943 0.088 0.00
C 2.509 -3.180 -5.540 0.00
C 3.126 -4.085 -6.392 0.00
C -1.831 -3.747 3.772 0.00
C -1.475 -2.613 3.052 0.00
C 1.385 2.255 2.470 0.00
C 3.539 1.872 4.254 0.00
C -0.853 4.659 0.843 0.00
C 2.971 0.795 3.605 0.00
C 0.434 6.368 -0.271 0.00
C -3.327 -0.105 1.144 0.00
C 1.840 1.964 -5.763 0.00
C 4.137 2.084 -5.041 0.00
C 0.843 -5.318 -0.097 0.00
C 1.901 3.310 3.217 0.00
C -4.602 -0.543 -0.848 0.00
C -5.202 1.297 0.542 0.00
C 0.245 3.803 0.836 0.00
C 5.089 -4.161 -4.993 0.00
C 3.012 2.684 -5.606 0.00
C 2.807 0.162 -4.527 0.00
C 1.920 0.982 2.731 0.00
C -3.917 -2.703 4.370 0.00
C -0.688 -3.874 -0.703 0.00
C 1.694 0.721 -5.150 0.00
C -3.358 3.248 4.455 0.00
C -2.020 -0.420 1.901 0.00
C -3.561 -1.587 3.635 0.00
C 4.483 -3.238 -4.172 0.00
C -2.375 -1.558 2.902 0.00
C 0.264 2.374 1.408 0.00
C -5.355 0.602 -0.648 0.00
C -0.761 5.892 0.206 0.00
C 3.255 -2.709 -4.504 0.00
C -3.715 -0.624 -4.862 0.00
C -2.045 0.178 -3.605 0.00
C 2.988 3.124 4.069 0.00
C 1.575 5.581 -0.132 0.00
C -3.074 -3.821 4.400 0.00
C 3.998 0.872 -4.362 0.00
H -1.288 3.383 5.934 0.00
H -0.917 -7.290 -0.568 0.00
H 1.338 -6.254 0.076 0.00
H -0.380 1.916 5.503 0.00
H -3.404 -4.745 4.887 0.00
H -3.926 3.267 3.548 0.00
H 1.550 0.143 2.187 0.00
H 2.582 -4.435 -7.282 0.00
H 3.065 3.713 -5.959 0.00
H -5.991 1.030 -1.424 0.00
H -3.967 2.856 5.260 0.00
H -5.758 2.224 0.748 0.00
H -1.927 2.371 1.323 0.00
H 5.115 2.567 -5.051 0.00
H 4.413 1.770 4.877 0.00
H -1.636 -3.477 -1.034 0.00
H -1.788 4.382 1.329 0.00
H 3.403 -0.202 3.722 0.00
H -4.221 -0.742 3.630 0.00
H -2.219 -6.303 0.182 0.00
H 0.522 7.318 -0.774 0.00
H 4.801 0.406 -3.751 0.00
H 2.342 3.615 0.456 0.00
H 3.450 3.974 4.582 0.00
H -1.142 -4.587 3.781 0.00
H 0.760 0.185 -5.146 0.00
H 2.530 5.957 -0.496 0.00
H -4.724 -1.142 -1.738 0.00
H -0.560 0.420 3.194 0.00
H 4.903 -5.166 -6.902 0.00
H -1.662 6.491 0.124 0.00
H -0.515 -2.598 2.501 0.00
H 6.033 -4.625 -4.675 0.00
H -4.117 1.493 2.360 0.00
H -3.147 -1.884 0.016 0.00
H 2.343 -3.704 0.250 0.00
H 1.529 4.322 3.143 0.00
H -1.961 1.718 6.241 0.00
H 0.986 2.395 -6.281 0.00
H 4.972 -2.927 -3.244 0.00
H -1.960 -6.252 -1.589 0.00
H -3.056 4.254 4.728 0.00
H -4.859 -2.706 4.904 0.00
H 1.485 -2.801 -5.676 0.00
```

total charge: -2
largest force on an atom: 4.0 eV Å⁻¹
relative energy (zero: lowest compared OMol25 entry of this formula, charge and spin): 6.9 kcal/mol
multiplicity: 3
frontier orbital gap (alpha / beta): 6.80 / 6.83 eV
LUMO energy (alpha / beta): 3.630 / 3.630 eV
<S²>: 2.0015
total energy: -113148.6172 eV

=====

Question: Which of these has the lowest relative energy (zero: lowest compared OMol25 entry of this formula, charge and spin)?
Answer: C49H44N5O9PrS2